(1)
ORCA calculation (ωB97M-V/def2-TZVPD) on a gas-phase ion, C18H25N2O (charge +1) in a non-equilibrium geometry.

XYZ file:
```
46
C18H25N2O (ωB97M-V/def2-TZVPD)
C -0.632 4.801 1.499
C 0.017 3.691 0.741
C -0.719 2.625 0.294
C -0.067 1.606 -0.426
O -0.835 0.554 -0.849
C -0.158 -0.388 -1.656
C -1.104 -1.544 -1.967
N -1.300 -2.571 -0.897
C -2.366 -3.475 -1.370
C -0.037 -3.335 -0.689
C -0.114 -4.337 0.458
C -0.519 -3.640 1.752
C -1.831 -2.892 1.543
C -1.702 -1.916 0.380
N 1.204 1.584 -0.699
C 1.963 2.622 -0.270
C 3.337 2.602 -0.568
C 4.145 3.628 -0.159
C 3.611 4.705 0.560
C 2.277 4.747 0.863
C 1.414 3.710 0.460
H -1.697 4.616 1.614
H -0.186 4.900 2.488
H -0.498 5.747 0.976
H -1.780 2.547 0.467
H 0.773 -0.693 -1.166
H 0.127 0.087 -2.603
H -0.743 -2.061 -2.857
H -2.080 -1.103 -2.185
H -2.536 -4.276 -0.658
H -2.086 -3.913 -2.326
H -3.295 -2.921 -1.496
H 0.212 -3.844 -1.623
H 0.753 -2.617 -0.466
H 0.873 -4.788 0.569
H -0.809 -5.146 0.231
H -0.627 -4.371 2.552
H 0.260 -2.936 2.050
H -2.077 -2.313 2.433
H -2.649 -3.596 1.385
H -2.641 -1.387 0.208
H -0.943 -1.176 0.629
H 3.725 1.764 -1.126
H 5.200 3.614 -0.390
H 4.262 5.507 0.875
H 1.879 5.583 1.417
```

Computed properties:
Net charge ... +1
SMILES ... Cc1cc(OCC[N+]2(C)CCCCC2)nc2ccccc12
Kohn-Sham gap ... 8.598 eV
E_LUMO ... -2.27 eV
Max |F| ... 1.06 eV Å⁻¹
HOMO energy ... -0.39922 Eh
ΔE to the lowest compared entry with this formula, charge and spin ... 0.0 kcal per mole

***

(2)
ORCA calculation (ωB97M-V/def2-TZVPD) on 10 unconnected molecules or ions with the total composition C40H110N10O10 in a non-equilibrium geometry.

XYZ file:
```
170
C40H110N10O10 (ωB97M-V/def2-TZVPD)
C 0.006 -0.684 2.411
C -0.174 0.233 1.236
C 1.213 0.544 0.563
O 0.995 1.590 -0.464
C 2.219 2.138 -0.985
N -1.193 -0.389 0.466
H -0.902 -1.153 2.789
H 0.243 -0.019 3.242
H 0.790 -1.427 2.263
H -0.642 1.163 1.557
H 1.659 -0.309 0.052
H 1.967 0.785 1.313
H 2.008 2.879 -1.757
H 2.956 1.402 -1.306
H 2.669 2.793 -0.239
H -1.446 0.321 -0.206
H -0.754 -1.144 -0.042
C -2.291 -2.920 -4.066
C -1.444 -1.724 -4.457
C -0.038 -2.146 -4.968
O 0.624 -2.963 -3.936
C 1.179 -2.301 -2.747
N -2.197 -0.726 -5.284
H -2.242 -3.529 -4.969
H -3.262 -2.456 -3.894
H -2.041 -3.321 -3.084
H -1.326 -1.190 -3.514
H 0.571 -1.264 -5.165
H -0.099 -2.731 -5.886
H 2.004 -1.589 -2.779
H 1.724 -3.004 -2.117
H 0.392 -1.923 -2.095
H -1.627 0.102 -5.181
H -3.017 -0.647 -4.700
C 2.753 1.624 5.071
C 4.224 2.011 4.607
C 4.238 2.248 3.006
O 4.274 0.961 2.388
C 4.980 1.009 1.219
N 4.662 3.258 5.290
H 2.315 0.694 4.707
H 2.060 2.326 4.608
H 2.638 1.667 6.154
H 4.847 1.152 4.857
H 5.208 2.728 2.876
H 3.542 3.027 2.696
H 4.623 1.776 0.532
H 4.882 0.004 0.807
H 6.045 1.241 1.229
H 5.600 3.526 5.029
H 4.689 3.019 6.271
C -5.588 -5.597 5.927
C -4.495 -4.476 6.130
C -3.292 -4.695 5.208
O -2.260 -3.810 5.457
C -1.042 -4.005 4.880
N -5.029 -3.170 5.753
H -5.350 -6.634 6.164
H -5.872 -5.533 4.877
H -6.452 -5.388 6.558
H -4.114 -4.411 7.149
H -3.577 -4.936 4.183
H -2.895 -5.671 5.489
H -0.875 -5.080 4.818
H -0.189 -3.439 5.255
H -1.077 -3.643 3.852
H -4.201 -2.608 5.616
H -5.285 -3.295 4.784
C -3.604 -3.110 2.007
C -4.663 -2.282 1.257
C -4.901 -2.830 -0.189
O -5.314 -4.187 -0.022
C -5.170 -4.904 -1.302
N -5.934 -2.097 1.949
H -2.599 -3.119 1.585
H -3.832 -4.175 1.965
H -3.545 -2.880 3.071
H -4.365 -1.234 1.207
H -4.089 -2.576 -0.871
H -5.727 -2.269 -0.626
H -4.103 -4.788 -1.491
H -5.865 -4.630 -2.096
H -5.278 -5.957 -1.045
H -5.666 -1.436 2.664
H -6.613 -1.725 1.301
C 0.711 1.282 -4.035
C 0.405 2.078 -5.336
C 0.784 1.233 -6.632
O 0.915 2.066 -7.862
C 1.613 1.411 -8.950
N -1.045 2.250 -5.243
H 0.293 1.601 -3.080
H 1.775 1.108 -3.874
H 0.173 0.339 -4.133
H 0.756 3.110 -5.359
H 0.208 0.360 -6.938
H 1.751 0.810 -6.357
H 2.421 0.777 -8.585
H 2.216 2.145 -9.486
H 1.023 0.789 -9.622
H -1.355 2.090 -6.191
H -1.266 3.216 -5.044
C 3.469 -8.128 1.378
C 3.858 -7.157 2.509
C 2.544 -6.314 2.706
O 2.265 -5.175 1.817
C 0.848 -5.069 1.653
N 4.090 -7.958 3.674
H 2.900 -8.965 1.782
H 4.410 -8.599 1.095
H 2.987 -7.614 0.546
H 4.624 -6.401 2.336
H 2.550 -5.883 3.707
H 1.703 -7.007 2.718
H 0.303 -5.219 2.585
H 0.615 -5.923 1.016
H 0.478 -4.089 1.354
H 3.170 -8.343 3.833
H 4.594 -8.771 3.350
C 0.930 6.067 -0.988
C 0.065 5.320 -0.047
C -0.866 6.189 0.686
O -0.186 7.357 1.344
C -1.065 8.093 2.150
N -0.598 4.211 -0.746
H 1.660 5.400 -1.447
H 1.440 6.880 -0.472
H 0.320 6.536 -1.760
H 0.793 4.874 0.631
H -1.282 5.564 1.476
H -1.682 6.546 0.058
H -0.591 8.941 2.643
H -1.330 7.410 2.957
H -1.900 8.396 1.518
H -1.189 3.625 -0.173
H 0.149 3.584 -1.008
C -3.905 1.910 -0.142
C -3.531 0.990 -1.297
C -4.627 1.084 -2.427
O -4.518 0.177 -3.632
C -5.767 -0.350 -3.924
N -2.259 1.331 -1.832
H -3.964 2.996 -0.217
H -3.239 1.666 0.686
H -4.849 1.550 0.267
H -3.429 -0.044 -0.970
H -4.511 2.137 -2.682
H -5.635 1.019 -2.016
H -6.051 -1.318 -3.509
H -5.789 -0.486 -5.005
H -6.639 0.255 -3.674
H -2.044 0.846 -2.691
H -2.086 2.324 -1.900
C 3.954 5.576 0.495
C 5.493 5.345 0.645
C 6.263 5.512 -0.669
O 5.606 4.661 -1.655
C 6.035 4.694 -3.027
N 6.137 6.262 1.606
H 3.592 4.857 -0.240
H 3.792 6.597 0.148
H 3.587 5.429 1.511
H 5.534 4.333 1.048
H 7.278 5.153 -0.496
H 6.224 6.521 -1.079
H 5.365 4.209 -3.737
H 7.015 4.237 -2.892
H 6.105 5.736 -3.339
H 5.670 6.569 2.447
H 6.497 7.108 1.188
```

Computed properties:
Net charge ... +1
Kohn-Sham gap (spin up / spin down) ... 8.703 / 2.922 eV
E_LUMO (spin up / spin down) ... -1.98 / -7.76 eV
Max |F| ... 4.30 eV Å⁻¹
2S+1 ... 2
HOMO energy (spin up / spin down) ... -0.39261 / -0.39261 Eh
<S²> ... 0.76
ΔE to the lowest compared entry with this formula, charge and spin ... 115.2 kcal per mole